{
  "formula": "C4H8N3OS",
  "method": "wB97M-V/def2-TZVPD",
  "symbols": ["C", "C", "C", "C", "N", "N", "N", "O", "S", "H", "H", "H", "H", "H", "H", "H", "H"],
  "xyz": [[-1.09474, 1.39194, -0.13262], [-0.79647, -1.01027, -0.70951], [-1.11478, 0.41072, -1.29112], [0.29101, 0.19043, 1.56996], [-0.48504, 0.95980, 0.90582], [0.48950, -1.38083, -0.63316], [1.57329, 0.33708, 1.43817], [-1.65780, -1.71969, -0.30610], [-0.20960, -1.05460, 2.67412], [-1.45032, 2.41614, -0.01656], [-2.14137, 0.41528, -1.80951], [-0.39165, 0.76377, -1.97669], [0.49617, -2.37916, -0.90332], [2.16166, 0.01067, 2.25848], [2.04556, 0.87172, 0.65381], [1.41290, -0.98076, -0.78128], [-1.49642, -1.07719, 2.65576]],
  "forces_ev_per_angstrom": [[1.341, -1.832, 1.489], [-0.199, 2.832, -1.139], [-2.451, 0.131, 0.613], [-1.937, -0.222, -0.066], [-1.538, 1.742, -0.669], [1.859, -2.991, -0.987], [4.353, 0.155, 0.863], [-1.471, -0.860, 0.190], [2.177, -0.496, 0.757], [-0.441, -0.220, -0.685], [1.531, -0.104, 0.797], [0.840, 0.222, -1.048], [0.438, 0.529, 0.947], [-0.709, 0.532, -1.817], [-1.096, -0.735, 1.759], [-1.024, 0.674, -0.471], [-1.672, 0.642, -0.533]],
  "e_lumo_ev": -4.2,
  "energy_ev": -21622.7272,
  "spin_multiplicity": 1,
  "total_charge": 1,
  "homo_energy_ev": -14.16,
  "e_above_lowest_ev": 2.031
}

{
  "formula": "C4H8N3OS",
  "method": "wB97M-V/def2-TZVPD",
  "symbols": ["C", "C", "C", "C", "N", "N", "N", "O", "S", "H", "H", "H", "H", "H", "H", "H", "H"],
  "xyz": [[0.25906, 1.69824, -1.67697], [1.28237, 0.61157, 0.37132], [1.26672, 1.44678, -0.76034], [-0.78358, -0.21804, -0.32089], [-0.85817, 0.70328, -1.26529], [0.19079, -0.21613, 0.54526], [2.21905, 0.72100, 1.33352], [0.00971, 2.49561, -2.54045], [-2.32521, -2.78121, 1.24362], [-3.52492, -2.50610, 1.03991], [2.08132, 2.05170, -1.01045], [-1.57345, -0.98209, -0.10655], [-1.70576, 0.40729, -1.76913], [0.44699, -0.91366, 1.23002], [3.05336, 1.25490, 1.37623], [2.35785, 0.00860, 2.01872], [-2.39613, -3.78175, 0.29148]],
  "forces_ev_per_angstrom": [[-3.253, -0.185, -0.442], [0.205, 3.192, -2.489], [1.425, -0.617, 1.415], [-1.161, 0.323, -0.223], [-1.440, -2.515, 0.323], [3.111, 0.051, 1.424], [-0.564, -1.470, 0.666], [0.854, -1.230, 1.000], [2.682, -1.756, -0.215], [-3.050, 0.859, -0.337], [1.570, 0.748, 0.362], [0.582, 0.679, -0.618], [0.556, 1.488, -0.786], [-1.454, -0.662, 0.043], [0.293, 1.143, -1.178], [-0.606, -0.727, 0.341], [0.251, 0.679, 0.715]],
  "e_lumo_ev": -4.0,
  "energy_ev": -21623.4847,
  "spin_multiplicity": 1,
  "total_charge": 1,
  "homo_energy_ev": -13.36,
  "e_above_lowest_ev": 1.273
}

Short version: HOMO-LUMO gap = 9.971, 9.347 eV, in the order given.